Computed, not measured: C33H46As3BHgN9S as an isolated structure, with ωB97M-V/def2-TZVPD.

The HOMO energy (alpha / beta) comes out at 1.037 / -2.297 eV. The value obtained for the HOMO-LUMO gap (alpha / beta) is 2.58 / 5.91 eV. Its total charge is -2. For the LUMO energy (alpha / beta), the calculation gives 3.617 / 3.617 eV. As for the energy above the lowest of the compared OMol25 structures with the same formula, charge and spin: 0.0 kcal per mole. For the largest force on an atom, the calculation gives 2.84 eV/Å. The spin multiplicity is 2.

Cartesian coordinates (Å):
Hg1 12.6701 -12.5025 -10.0280
N1 10.1184 -9.7324 -13.6791
C1 11.1593 -10.0243 -12.8701
S1 10.9448 -9.8808 -11.1883
N2 12.3589 -10.3233 -13.4879
N3 13.3683 -10.7735 -12.7587
C2 14.4798 -11.0866 -13.4055
C3 15.5338 -11.9060 -12.8322
C4 16.2159 -12.7735 -13.7423
C5 17.2656 -13.5508 -13.2559
C6 17.6296 -13.4230 -11.9046
C7 16.9455 -12.5076 -11.0889
N4 15.9519 -11.7679 -11.5364
H1 9.3372 -9.2908 -13.2494
H2 10.2952 -9.5587 -14.6445
H3 14.5907 -10.8110 -14.4652
H4 15.8940 -12.8119 -14.7901
H5 17.7799 -14.2612 -13.8925
H6 18.4263 -14.0270 -11.4997
H7 17.2282 -12.4377 -10.0452
C8 14.6188 -16.3014 -11.2702
As1 14.2553 -15.8556 -9.3658
C9 13.0682 -17.4529 -9.0946
C10 16.0801 -16.4859 -8.8103
C11 16.6117 -16.2697 -7.3734
C12 15.5249 -16.9085 -6.4158
C13 16.9679 -14.8005 -7.1676
As2 15.4794 -13.4208 -6.8995
C14 15.0998 -13.5895 -4.9086
C15 16.6771 -11.8408 -6.8608
C16 17.9227 -17.0810 -7.3393
As3 19.2906 -16.9885 -5.7744
C17 18.7030 -15.6334 -4.4143
C18 18.6880 -18.5213 -4.6932
H8 15.1392 -17.2611 -11.3329
H9 15.2325 -15.4895 -11.6937
H10 13.6654 -16.3836 -11.7949
H11 13.5375 -18.3909 -9.3925
H12 12.1852 -17.2626 -9.7188
H13 12.8211 -17.4896 -8.0208
H14 16.8150 -16.0557 -9.5484
H15 16.0351 -17.5662 -9.0287
H16 14.5595 -16.4269 -6.5228
H17 15.8097 -16.8141 -5.3480
H18 15.4340 -17.9542 -6.6473
H19 17.5086 -14.3586 -8.0388
H20 17.6317 -14.6625 -6.3070
H21 15.3822 -14.5772 -4.5481
H22 14.0003 -13.4160 -4.8322
H23 15.6812 -12.7947 -4.4381
H24 17.6242 -12.0036 -6.3718
H25 16.1205 -11.0551 -6.3254
H26 16.7867 -11.5680 -7.9125
H27 18.6161 -16.7875 -8.1707
H28 17.7016 -18.1486 -7.4164
H29 19.2421 -14.6839 -4.5965
H30 19.0638 -16.0795 -3.4889
H31 17.6091 -15.4877 -4.4391
H32 18.3863 -19.3453 -5.3662
H33 17.8501 -18.1786 -4.0854
H34 19.5469 -18.8064 -4.0657
B1 11.9320 -10.7927 -6.5752
N5 12.6414 -10.1881 -7.8064
C19 13.0382 -8.9037 -7.9134
C20 14.0182 -8.8160 -8.8758
C21 14.1266 -10.1209 -9.4268
N6 13.3327 -10.9429 -8.7614
N7 11.1483 -12.1404 -6.7542
C22 10.1115 -12.6317 -6.0436
C23 9.8176 -13.9081 -6.5165
C24 10.7180 -14.0959 -7.5897
N8 11.6055 -13.1104 -7.6339
H35 11.0441 -10.0081 -6.3029
H36 12.8060 -10.9396 -5.7137
H37 12.6418 -8.1450 -7.2224
H38 14.6252 -7.9779 -9.1809
H39 14.7472 -10.4454 -10.2705
H40 9.6580 -12.0207 -5.2220
H41 9.1296 -14.6243 -6.0725
H42 10.8027 -14.9578 -8.2390
N9 6.0425 -17.0431 -15.5727
C25 6.8662 -16.7404 -14.8096
C26 7.9392 -16.2575 -14.0084
C27 9.0662 -17.0921 -13.8037
C28 10.1096 -16.6324 -13.0684
C29 10.0696 -15.3018 -12.5607
C30 8.9664 -14.4585 -12.7882
C31 7.8920 -14.9444 -13.4885
C32 11.1401 -14.7557 -11.7541
C33 11.9282 -14.0772 -11.0962
H43 9.0411 -18.0660 -14.3090
H44 11.0191 -17.2395 -12.8769
H45 8.9889 -13.4024 -12.4651
H46 7.0735 -14.2967 -13.7373